This record from the Open Molecules 2025 dataset describes 10 unconnected molecules or ions with the total composition C61H145ClN8O11 in a non-equilibrium geometry. The level of theory is ωB97M-V with the def2-TZVPD basis set.

Output
Net charge: +6
E_tot (Ha): -4134.8973
F_max (eV/A): 3.81

Last columns: bonded neighbours and bond lengths (Å).
Element x y z (Å)
1 C 1.3041 -0.5475 6.9429  O2 1.440, H12 1.067, H13 1.080, H14 1.075
2 O 1.5446 -0.5082 5.5238  C1 1.440, C3 1.472
3 C 2.8547 -1.1300 5.2729  O2 1.472, C4 1.560, H15 1.076, H16 1.078
4 C 2.5619 -2.1728 4.1499  C3 1.560, N5 1.444, H17 1.122, H18 1.113
5 N 1.6581 -3.1805 4.6541  C4 1.444, H6 1.035, H7 1.066, C8 1.476
6 H 0.9478 -2.7249 5.2532  N5 1.035
7 H 1.1887 -3.6364 3.8121  N5 1.066
8 C 2.3453 -4.2493 5.4055  N5 1.476, C9 1.509, H19 1.081, H20 1.099
9 C 1.5305 -5.4172 5.9039  C8 1.509, O10 1.395, H21 1.074, H22 1.078
10 O 2.1620 -5.9326 7.0361  C9 1.395, C11 1.417
11 C 1.8919 -5.2285 8.2353  O10 1.417, H23 1.081, H24 1.077, H25 1.097
12 H 2.1755 -0.2780 7.4974  C1 1.067
13 H 0.9905 -1.4739 7.4001  C1 1.080
14 H 0.5471 0.1689 7.2050  C1 1.075
15 H 3.3178 -1.5325 6.1570  C3 1.076
16 H 3.5292 -0.3781 4.8974  C3 1.078
17 H 3.5264 -2.5941 3.7622  C4 1.122
18 H 2.0179 -1.6632 3.3230  C4 1.113
19 H 2.9656 -3.8607 6.2005  C8 1.081
20 H 2.9798 -4.7089 4.6343  C8 1.099
21 H 1.4428 -6.1747 5.1474  C9 1.074
22 H 0.5275 -5.1732 6.2155  C9 1.078
23 H 0.8391 -5.3510 8.4460  C11 1.081
24 H 2.0945 -4.1726 8.1745  C11 1.077
25 H 2.5355 -5.6780 9.0012  C11 1.097
26 C 11.0116 -0.1974 -6.8120  O27 1.391, H37 1.090, H38 1.041, H39 1.141
27 O 9.9155 0.1818 -7.5795  C26 1.391, C28 1.399
28 C 10.3063 0.5669 -8.8661  O27 1.399, C29 1.541, H40 1.112, H41 1.134
29 C 9.0198 0.9830 -9.6063  C28 1.541, N30 1.474, H42 1.110, H43 1.102
30 N 9.3448 1.7317 -10.8333  C29 1.474, H31 1.007, H32 1.047, C33 1.563
31 H 9.8566 2.5538 -10.5564  N30 1.007
32 H 10.0663 1.2459 -11.4169  N30 1.047
33 C 8.1940 2.1780 -11.7914  N30 1.563, C34 1.522, H44 1.139, H45 1.109
34 C 7.3311 3.2368 -11.1195  C33 1.522, O35 1.426, H46 1.112, H47 1.140
35 O 6.6043 2.5189 -10.1244  C34 1.426, C36 1.460
36 C 5.5108 3.2225 -9.4615  O35 1.460, H48 1.094, H49 1.084, H50 1.130
37 H 11.6665 -0.9014 -7.3264  C26 1.090
38 H 10.6986 -0.5861 -5.8989  C26 1.041
39 H 11.6757 0.6894 -6.5382  C26 1.141
40 H 10.8871 -0.1923 -9.4343  C28 1.112
41 H 10.9215 1.5096 -8.7266  C28 1.134
42 H 8.4426 1.6118 -8.8968  C29 1.110
43 H 8.3562 0.1543 -9.9003  C29 1.102
44 H 7.5140 1.2665 -11.8516  C33 1.139
45 H 8.6426 2.4693 -12.7634  C33 1.109
46 H 6.6821 3.7133 -11.8865  C34 1.112
47 H 7.9887 4.0496 -10.6645  C34 1.140
48 H 4.7212 2.5371 -9.1400  C36 1.094
49 H 5.3048 3.9852 -10.2031  C36 1.084
50 H 5.8680 3.7210 -8.5125  C36 1.130
51 C 9.2300 11.9470 4.8417  O52 1.441, H62 1.094, H63 1.122, H64 1.085
52 O 8.3848 12.0714 3.6812  C51 1.441, C53 1.392
53 C 8.3458 13.3269 3.0810  O52 1.392, C54 1.521, H65 1.086, H66 1.092
54 C 7.1236 13.4519 2.1844  C53 1.521, N55 1.485, H67 1.103, H68 1.121
55 N 7.1091 12.5863 0.9780  C54 1.485, H56 1.062, H57 0.988, C58 1.552
56 H 6.1538 12.5965 0.5136  N55 1.062
57 H 7.7758 12.8591 0.3020  N55 0.988
58 C 7.2913 11.0832 1.3203  N55 1.552, C59 1.596, H69 1.072, H70 1.111
59 C 5.9558 10.6172 2.0595  C58 1.596, O60 1.427, H71 1.088, H72 1.062
60 O 4.8889 11.1505 1.2770  C59 1.427, C61 1.388
61 C 3.6092 10.8737 1.7385  O60 1.388, H73 1.081, H74 1.066, H75 1.088
62 H 10.2815 12.0249 4.5498  C51 1.094
63 H 9.0765 10.8859 5.1735  C51 1.122
64 H 8.9001 12.6730 5.5774  C51 1.085
65 H 9.2121 13.4429 2.4359  C53 1.086
66 H 8.4200 14.1190 3.8285  C53 1.092
67 H 7.0032 14.4948 1.8474  C54 1.103
68 H 6.1670 13.0950 2.6485  C54 1.121
69 H 8.1294 10.9690 1.9788  C58 1.072
70 H 7.3212 10.5964 0.3216  C58 1.111
71 H 5.8418 11.0498 3.0511  C59 1.088
72 H 5.9986 9.5577 1.9984  C59 1.062
73 H 3.2565 9.8528 1.7828  C61 1.081
74 H 2.9413 11.4881 1.1787  C61 1.066
75 H 3.5608 11.1765 2.7819  C61 1.088
76 C -3.2075 -5.4736 1.7189  O77 1.448, H87 1.100, H88 1.097, H89 1.069
77 O -2.7915 -5.8457 0.3831  C76 1.448, C78 1.433
78 C -2.1742 -7.1374 0.4535  O77 1.433, C79 1.538, H90 1.109, H91 1.083
79 C -1.9075 -7.3590 -1.0449  C78 1.538, N80 1.486, H92 1.111, H93 1.083
80 N -3.2692 -7.4127 -1.6386  C79 1.486, H81 1.035, H82 1.052, C83 1.522
81 H -3.8015 -8.2376 -1.3098  N80 1.035
82 H -3.7981 -6.6085 -1.2138  N80 1.052
83 C -3.3844 -7.2397 -3.1468  N80 1.522, C84 1.514, H94 1.113, H95 1.120
84 C -4.8059 -7.4046 -3.6399  C83 1.514, O85 1.433, H96 1.120, H97 1.079
85 O -5.5606 -6.3698 -2.9964  C84 1.433, C86 1.442
86 C -6.9350 -6.4017 -3.4305  O85 1.442, H98 1.074, H99 1.061, H100 1.090
87 H -3.7811 -4.5489 1.5567  C76 1.100
88 H -2.3274 -5.3502 2.3620  C76 1.097
89 H -3.8708 -6.1877 2.1576  C76 1.069
90 H -2.7274 -7.9950 0.8888  C78 1.109
91 H -1.2560 -6.9921 1.0085  C78 1.083
92 H -1.3938 -8.3329 -1.1924  C79 1.111
93 H -1.3458 -6.5041 -1.3996  C79 1.083
94 H -2.8151 -8.0927 -3.5782  C83 1.113
95 H -2.9237 -6.2496 -3.3939  C83 1.120
96 H -5.1772 -8.4422 -3.4395  C84 1.120
97 H -4.6694 -7.2330 -4.6963  C84 1.079
98 H -7.1644 -6.6767 -4.4428  C86 1.074
99 H -7.1570 -5.3655 -3.3822  C86 1.061
100 H -7.4737 -6.9688 -2.6717  C86 1.090
101 C 4.9196 -9.7346 3.6672  C102 1.547, H111 1.109, H112 1.102, H113 1.084
102 C 4.1182 -8.7879 4.5917  C101 1.547, C103 1.523, H114 1.120, H115 1.161
103 C 4.2599 -9.0866 6.0783  C102 1.523, C104 1.547, H116 1.088, H117 1.129
104 C 4.0420 -10.5563 6.5086  C103 1.547, N105 1.468, H118 1.125, H119 1.078
105 N 3.5729 -10.8181 7.8743  C104 1.468, C106 1.522, C109 1.520, C110 1.523
106 C 4.6323 -10.5548 8.9341  N105 1.522, C107 1.561, H120 1.075, H121 1.063
107 C 4.2761 -11.4880 10.1339  C106 1.561, C108 1.517, H122 1.079, H123 1.117
108 C 3.3955 -12.5994 9.5946  C107 1.517, C109 1.573, H124 1.107, H125 1.053
109 C 3.2920 -12.3009 8.0541  N105 1.520, C108 1.573, H126 1.065, H127 1.094
110 C 2.3175 -10.0414 8.2492  N105 1.523, H128 1.126, H129 1.082, H130 1.095
111 H 6.0140 -9.6010 3.7843  C101 1.109
112 H 4.5943 -9.6316 2.6199  C101 1.102
113 H 4.7183 -10.7446 4.0056  C101 1.084
114 H 3.0341 -8.9240 4.3445  C102 1.120
115 H 4.2691 -7.6631 4.3451  C102 1.161
116 H 3.4584 -8.5202 6.5475  C103 1.088
117 H 5.2820 -8.7295 6.3993  C103 1.129
118 H 4.9502 -11.1838 6.2933  C104 1.125
119 H 3.3096 -10.9187 5.8059  C104 1.078
120 H 4.6556 -9.5071 9.1743  C106 1.075
121 H 5.5734 -10.8592 8.5438  C106 1.063
122 H 3.7507 -11.0261 10.9555  C107 1.079
123 H 5.2717 -11.6946 10.5963  C107 1.117
124 H 2.4354 -12.5443 10.1422  C108 1.107
125 H 3.8818 -13.5326 9.6322  C108 1.053
126 H 2.3431 -12.3856 7.5789  C109 1.065
127 H 4.0419 -12.9357 7.5721  C109 1.094
128 H 1.4537 -10.3507 7.5964  C110 1.126
129 H 2.5469 -9.0009 8.0614  C110 1.082
130 H 2.1470 -10.0788 9.3303  C110 1.095
131 C -0.1495 4.8097 -8.5648  C132 1.475, H141 1.106, H142 1.095, H143 1.090
132 C 0.2219 6.2341 -8.6645  C131 1.475, C133 1.568, H144 1.099, H145 1.074
133 C -0.8158 7.1492 -7.9277  C132 1.568, C134 1.500, H146 1.114, H147 1.146
134 C -0.9704 6.7195 -6.4993  C133 1.500, N135 1.524, H148 1.075, H149 1.111
135 N -1.6288 7.7133 -5.5504  C134 1.524, C136 1.531, C139 1.530, C140 1.516
136 C -0.5237 8.6528 -5.0606  N135 1.531, C137 1.524, H150 1.067, H151 1.053
137 C -0.0630 7.9051 -3.8147  C136 1.524, C138 1.492, H152 1.079, H153 1.138
138 C -1.3036 7.4211 -3.1425  C137 1.492, C139 1.531, H154 1.123, H155 1.103
139 C -2.0759 6.8791 -4.3485  N135 1.530, C138 1.531, H156 1.097, H157 1.126
140 C -2.8544 8.3612 -6.1628  N135 1.516, H158 1.087, H159 1.132, H160 1.063
141 H -0.5162 4.4421 -7.5887  C131 1.106
142 H 0.7121 4.1713 -8.7843  C131 1.095
143 H -1.0131 4.5729 -9.1864  C131 1.090
144 H 0.2641 6.5270 -9.7227  C132 1.099
145 H 1.1987 6.3765 -8.2425  C132 1.074
146 H -1.7165 7.2251 -8.5788  C133 1.114
147 H -0.2524 8.1457 -7.8785  C133 1.146
148 H 0.0435 6.5090 -6.2113  C134 1.075
149 H -1.6272 5.8236 -6.4921  C134 1.111
150 H -0.9324 9.6373 -5.0253  C136 1.067
151 H 0.2766 8.7255 -5.7418  C136 1.053
152 H 0.4884 8.6425 -3.2522  C137 1.079
153 H 0.5977 7.0531 -4.1773  C137 1.138
154 H -1.9275 8.2724 -2.7596  C138 1.123
155 H -1.1768 6.7187 -2.3017  C138 1.103
156 H -3.1681 6.9782 -4.3085  C139 1.097
157 H -1.8289 5.8395 -4.7027  C139 1.126
158 H -2.6479 8.8755 -7.0979  C140 1.087
159 H -3.4321 9.0351 -5.4601  C140 1.132
160 H -3.5730 7.5990 -6.3404  C140 1.063
161 C -11.3134 -2.3475 1.8855  C162 1.535, H171 1.084, H172 1.089, H173 1.112
162 C -11.7563 -0.9300 1.4975  C161 1.535, C163 1.537, H174 1.083, H175 1.090
163 C -13.2441 -0.7561 1.8415  C162 1.537, C164 1.500, H176 1.085, H177 1.094
164 C -13.7321 0.5574 1.3059  C163 1.500, N165 1.477, H178 1.133, H179 1.058
165 N -15.1564 0.8935 1.5065  C164 1.477, C166 1.488, C169 1.488, C170 1.501
166 C -15.5722 1.1037 2.9202  N165 1.488, C167 1.511, H180 1.075, H181 1.064
167 C -15.0430 2.4610 3.3204  C166 1.511, C168 1.536, H182 1.113, H183 1.120
168 C -14.9209 3.2020 1.9809  C167 1.536, C169 1.517, H184 1.099, H185 1.099
169 C -15.4351 2.2369 0.9301  N165 1.488, C168 1.517, H186 1.123, H187 1.155
170 C -16.0179 -0.1521 0.8598  N165 1.501, H188 1.072, H189 1.093, H190 1.099
171 H -10.2754 -2.4803 1.6028  C161 1.084
172 H -12.0184 -3.0242 1.4060  C161 1.089
173 H -11.3832 -2.5464 2.9776  C161 1.112
174 H -11.5872 -0.7045 0.4523  C162 1.083
175 H -11.1270 -0.2515 2.0738  C162 1.090
176 H -13.3013 -0.8819 2.9174  C163 1.085
177 H -13.7380 -1.5965 1.3443  C163 1.094
178 H -13.5530 0.5896 0.1880  C164 1.133
179 H -13.1254 1.3527 1.6504  C164 1.058
180 H -16.6468 1.1247 2.9218  C166 1.075
181 H -15.2198 0.3151 3.5418  C166 1.064
182 H -15.8014 2.9387 3.9794  C167 1.113
183 H -14.1508 2.2731 3.9707  C167 1.120
184 H -15.4394 4.1680 2.0542  C168 1.099
185 H -13.8792 3.4647 1.7470  C168 1.099
186 H -16.5562 2.2868 0.8783  C169 1.123
187 H -15.0611 2.3247 -0.1596  C169 1.155
188 H -16.1177 -0.9515 1.5675  C170 1.072
189 H -15.5140 -0.4722 -0.0556  C170 1.093
190 H -16.9600 0.3638 0.6292  C170 1.099
191 C 2.1878 -0.5551 -2.8767  C192 1.546, H201 1.083, H202 1.100, H203 1.098
192 C 1.1004 -1.6476 -2.9981  C191 1.546, C193 1.511, H204 1.126, H205 1.110
193 C -0.1213 -1.2287 -2.2139  C192 1.511, C194 1.504, H206 1.109, H207 1.060
194 C 0.2160 -1.3390 -0.7522  C193 1.504, N195 1.552, H208 1.127, H209 1.116
195 N -0.8274 -0.8516 0.2884  C194 1.552, C196 1.470, C199 1.513, C200 1.499
196 C -1.3992 0.4799 0.0399  N195 1.470, C197 1.485, H210 1.103, H211 1.087
197 C -1.9193 0.9640 1.3434  C196 1.485, C198 1.540, H212 1.094, H213 1.148
198 C -0.7193 0.5676 2.2230  C197 1.540, C199 1.559, H214 1.108, H215 1.086
199 C -0.1285 -0.7459 1.6260  N195 1.513, C198 1.559, H216 1.137, H217 1.125
200 C -1.9333 -1.8629 0.3124  N195 1.499, H218 1.109, H219 1.085, H220 1.080
201 H 2.5223 -0.1515 -3.8249  C191 1.083
202 H 3.0984 -0.9118 -2.3729  C191 1.100
203 H 1.7501 0.3423 -2.4209  C191 1.098
204 H 1.5408 -2.6156 -2.6282  C192 1.126
205 H 0.7641 -1.8562 -4.0350  C192 1.110
206 H -0.9750 -1.8182 -2.6070  C193 1.109
207 H -0.3834 -0.2436 -2.5031  C193 1.060
208 H 1.1107 -0.6959 -0.5164  C194 1.127
209 H 0.5339 -2.3835 -0.5219  C194 1.116
210 H -2.0555 0.4100 -0.8443  C196 1.103
211 H -0.5788 1.1370 -0.2367  C196 1.087
212 H -2.8888 0.5741 1.6683  C197 1.094
213 H -2.1928 2.0752 1.2474  C197 1.148
214 H -0.9859 0.4387 3.2912  C198 1.108
215 H 0.0491 1.3352 2.2036  C198 1.086
216 H -0.5002 -1.6541 2.2011  C199 1.137
217 H 0.9895 -0.8661 1.6019  C199 1.125
218 H -2.3999 -1.9278 -0.6920  C200 1.109
219 H -2.6741 -1.6611 1.0785  C200 1.085
220 H -1.5227 -2.8113 0.6274  C200 1.080
221 Cl 0.3065 -4.2768 1.9701  no bonds
222 O 1.1476 4.7140 -2.7696  C223 1.364, H226 1.018
223 C 0.2402 3.7751 -2.3768  O222 1.364, O224 1.254, O225 1.234
224 O 0.6751 2.6376 -2.0786  C223 1.254
225 O -0.9714 4.0056 -2.3319  C223 1.234
226 H 2.1589 4.6605 -2.6681  O222 1.018